{
  "formula": "C4H5NS3",
  "method": "ωB97M-V with the def2-TZVPD basis set",
  "elements": ["C", "C", "C", "C", "H", "H", "H", "H", "H", "N", "S", "S", "S"],
  "positions_angstrom": [[-0.4880, 2.4810, 0.6525], [-0.6923, -0.2991, 0.2636], [0.8632, -1.8911, -1.4016], [1.0968, -2.4932, -0.1447], [-0.0430, 2.7486, -0.3078], [-0.9997, 3.3569, 1.0427], [0.3138, 2.2375, 1.3599], [-1.2873, -1.1413, 0.5531], [0.1902, -0.2179, 0.8642], [1.3096, -3.0793, 0.8281], [-1.7215, 1.2060, 0.4643], [-0.2283, -0.5084, -1.4534], [1.6865, -2.3997, -2.7208]],
  "mulliken_charge": [-0.81, -0.77, 0.32, 0.08, 0.29, 0.31, 0.28, 0.45, 0.37, -0.32, -0.03, 0.00, -0.17],
  "homo_energy_ev": -9.26,
  "homo_lumo_gap_ha": 0.2836,
  "smiles": "CSCSC(=S)C#N",
  "lumo_energy_ev": -1.545,
  "total_energy_ev": -38223.57253,
  "e_above_lowest_kcal_mol": 26.76
}



{
  "formula": "C4H5O2PS2",
  "method": "ωB97M-V with the def2-TZVPD basis set",
  "elements": ["C", "C", "C", "C", "O", "O", "P", "S", "S", "H", "H", "H", "H", "H"],
  "positions_angstrom": [[2.9991, 0.9970, 0.1569], [1.9127, 0.4434, 0.2518], [0.2168, -1.3487, -0.4284], [0.6823, -0.2223, 0.5852], [-0.3758, 0.6549, 0.7680], [-2.1570, 1.8516, -0.5586], [-1.6854, 0.3615, -0.1099], [-0.5940, -0.4554, -1.7885], [-3.0339, -0.8234, 0.6259], [3.9199, 1.3273, 0.0078], [1.0553, -1.9970, -0.7427], [-0.5617, -1.9608, -0.0024], [0.7519, -0.8175, 1.6304], [-3.1303, 1.9895, -0.3956]],
  "mulliken_charge": [0.09, -0.96, -0.71, 0.35, -0.31, -0.48, 0.69, -0.18, -0.37, 0.59, 0.42, 0.34, 0.18, 0.35],
  "homo_energy_ev": -9.11,
  "homo_lumo_gap_ha": 0.3536,
  "smiles": "C#C[C@@H]1CS[P@@](O)(=S)O1",
  "lumo_energy_ev": 0.516,
  "total_energy_ev": -39282.90720,
  "e_above_lowest_kcal_mol": 0.00
}



{
  "formula": "C4H5O2Rb",
  "method": "ωB97M-V with the def2-TZVPD basis set",
  "elements": ["O", "C", "C", "C", "C", "O", "Rb", "H", "H", "H", "H", "H"],
  "positions_angstrom": [[0.0324, 1.5666, 2.2865], [0.3308, 0.2357, 2.1920], [-0.0154, -0.5066, 1.0382], [-0.0911, -0.0300, -0.3005], [-0.3634, -0.8368, -1.3908], [-0.4096, -0.4629, -2.6361], [-0.4309, 1.4647, -5.8898], [1.2245, 1.3620, 2.0285], [0.3231, -0.3318, 3.1432], [-0.2562, -1.5624, 1.2132], [0.1627, 1.0196, -0.4924], [-0.5069, -1.9181, -1.1922]],
  "lowdin_spin": [0.00, 0.00, 0.00, 0.00, 0.00, 0.02, 0.97, 0.00, 0.00, 0.00, 0.00, 0.00],
  "s2": 0.75,
  "total_charge": -1,
  "homo_energy_ev": [-1.19, -2.65],
  "homo_lumo_gap_ha": [0.1248, 0.1951],
  "lumo_energy_ev": [2.200, 2.663],
  "total_energy_ev": -8975.33722,
  "spin_multiplicity": 2,
  "e_above_lowest_kcal_mol": 0.00
}



{
  "formula": "C4H5O2S",
  "method": "ωB97M-V with the def2-TZVPD basis set",
  "elements": ["C", "C", "C", "C", "O", "O", "S", "H", "H", "H", "H", "H"],
  "positions_angstrom": [[-0.6768, 1.5484, 0.0338], [0.8262, -0.7691, 0.6696], [-0.5345, -1.2781, 0.3082], [-0.0516, -0.0491, -0.3423], [-1.6220, 1.5865, 0.7509], [-0.0646, 2.4267, -0.4937], [0.6006, -0.0934, -2.0595], [0.7960, -0.2064, 1.6740], [1.7090, -1.1212, 0.3053], [-0.6645, -2.1212, -0.1664], [-1.2172, -1.1743, 1.1049], [0.8993, 1.2513, -1.7847]],
  "mulliken_charge": [0.49, -0.58, -0.86, 0.45, -0.66, -0.69, -0.39, 0.17, 0.33, 0.32, 0.21, 0.19],
  "total_charge": -1,
  "homo_energy_ev": -3.98,
  "homo_lumo_gap_ha": 0.2769,
  "smiles": "O=C([O-])C1(S)CC1",
  "lumo_energy_ev": 3.553,
  "total_energy_ev": -19159.18266,
  "e_above_lowest_kcal_mol": 31.38
}



{
  "formula": "C4H5O2Sr",
  "method": "ωB97M-V with the def2-TZVPD basis set",
  "elements": ["H", "O", "C", "C", "C", "H", "H", "H", "C", "O", "Sr", "H"],
  "positions_angstrom": [[-1.8647, 2.6143, 0.7562], [-1.1921, 2.2229, 0.1924], [-1.1685, 0.8262, 0.4051], [-0.1325, 0.1939, -0.4304], [0.8545, 0.2431, -1.2668], [-2.1440, 0.3665, 0.1650], [-0.9492, 0.5826, 1.4601], [1.4354, 0.7944, -1.9995], [0.7713, -1.1476, -0.4560], [1.4764, -1.4145, 0.6646], [2.6815, -3.3175, 1.4809], [0.2318, -1.9644, -0.9717]],
  "lowdin_spin": [0.00, 0.00, 0.00, 0.00, 0.00, 0.00, 0.00, 0.00, 0.01, 0.09, 0.89, 0.00],
  "s2": 0.75,
  "homo_energy_ev": [-5.56, -7.08],
  "homo_lumo_gap_ha": [0.2009, 0.2491],
  "lumo_energy_ev": [-0.095, -0.302],
  "total_energy_ev": -9155.03178,
  "spin_multiplicity": 2,
  "e_above_lowest_kcal_mol": 23.59
}



{
  "formula": "C4H5O2Yb",
  "method": "ωB97M-V with the def2-TZVPD basis set",
  "elements": ["H", "O", "C", "C", "C", "H", "H", "H", "C", "O", "Yb", "H"],
  "positions_angstrom": [[3.0110, -1.3201, 0.1600], [2.0586, -1.4262, 0.2313], [1.4260, -0.2687, -0.2752], [-0.0390, -0.4024, -0.1913], [-1.1104, -1.0537, 0.1585], [1.7050, -0.0899, -1.3293], [1.7210, 0.6323, 0.2920], [-1.5598, -1.9653, 0.5424], [-1.3457, 0.4336, -0.2082], [-1.5093, 1.3951, 0.7390], [-2.6224, 3.4154, 1.0998], [-1.7351, 0.6499, -1.2192]],
  "lowdin_spin": [0.00, 0.00, 0.00, 0.00, 0.00, 0.00, 0.00, 0.00, 0.01, 0.12, 0.87, 0.00],
  "s2": 0.75,
  "homo_energy_ev": [-6.03, -7.43],
  "homo_lumo_gap_ha": [0.2201, 0.2502],
  "lumo_energy_ev": [-0.042, -0.621],
  "total_energy_ev": -39848.46587,
  "spin_multiplicity": 2,
  "e_above_lowest_kcal_mol": 0.00
}



{
  "formula": "C4H5O3S3",
  "method": "ωB97M-V with the def2-TZVPD basis set",
  "elements": ["C", "C", "C", "C", "O", "O", "O", "S", "S", "S", "H", "H", "H", "H", "H"],
  "positions_angstrom": [[0.5908, -0.8429, -0.4947], [-1.7618, 0.2895, 0.7606], [1.0021, 0.3345, -1.2122], [-0.3709, -0.1125, 1.4027], [-2.6451, -0.5993, 0.8478], [0.8560, -1.9946, -0.6909], [-1.9209, 1.4195, 0.2435], [2.4547, 0.1597, -2.4609], [-0.6038, -1.5944, 2.3231], [0.7828, 1.0478, 1.9165], [0.1937, 0.8279, -1.8682], [1.2958, 1.0955, -0.4137], [1.7279, -0.4384, -3.5904], [-1.7567, -1.7517, 1.6266], [0.1552, 2.1594, 1.6103]],
  "mulliken_charge": [0.40, 0.62, -0.28, 0.25, -0.75, -0.51, -0.72, -0.25, -0.33, -0.35, 0.29, 0.11, 0.13, 0.22, 0.16],
  "total_charge": -1,
  "homo_energy_ev": -3.96,
  "homo_lumo_gap_ha": 0.2483,
  "lumo_energy_ev": 2.800,
  "total_energy_ev": -42876.64915,
  "e_above_lowest_kcal_mol": 41.59
}



{
  "formula": "C4H5O4",
  "method": "ωB97M-V with the def2-TZVPD basis set",
  "elements": ["O", "C", "O", "C", "C", "C", "O", "O", "H", "H", "H", "H", "H"],
  "positions_angstrom": [[-1.3162, -1.9458, 0.4063], [-1.0536, -1.1437, -0.4526], [-0.9802, -1.5101, -1.7474], [-0.6900, 0.2926, -0.1771], [0.8264, 0.2953, 0.1415], [1.2132, 1.4170, 1.1850], [2.0943, 1.1006, 1.9821], [0.5100, 2.4343, 1.0705], [-1.2119, -2.4523, -1.7846], [-0.8279, 0.9753, -1.0069], [-1.2283, 0.7185, 0.6582], [1.2546, -0.6370, 0.4974], [1.4094, 0.4555, -0.7726]],
  "lowdin_spin": [0.00, 0.00, 0.00, 0.01, 0.17, 0.11, 0.40, 0.29, 0.00, 0.00, 0.00, 0.00, 0.01],
  "s2": 0.76,
  "homo_energy_ev": [-11.08, -10.54],
  "homo_lumo_gap_ha": [0.4259, 0.2434],
  "lumo_energy_ev": [0.507, -3.918],
  "total_energy_ev": -12417.19112,
  "spin_multiplicity": 2,
  "e_above_lowest_kcal_mol": 6.17
}



{
  "formula": "C4H5O4Sm",
  "method": "ωB97M-V with the def2-TZVPD basis set",
  "elements": ["O", "C", "O", "O", "C", "C", "O", "C", "Sm", "H", "H", "H", "H", "H"],
  "positions_angstrom": [[-2.8997, 2.0694, -0.1669], [-1.8135, 1.9540, -0.6146], [-0.7971, 2.5136, -0.9648], [-1.2489, 0.1163, -1.2578], [-1.2890, -0.9027, -0.3715], [-0.1776, -1.1952, 0.3187], [0.9828, -0.5603, -0.0825], [2.0271, -0.4488, 0.8795], [0.7307, 0.8275, -2.1891], [-2.2595, -1.3220, -0.0946], [-0.1299, -1.8013, 1.2218], [2.8791, 0.0041, 0.3621], [1.7128, 0.1962, 1.7109], [2.2827, -1.4507, 1.2490]],
  "lowdin_spin": [0.00, 0.00, -0.01, -0.02, 0.00, 0.00, -0.01, 0.00, 6.03, 0.00, 0.00, 0.00, 0.00, 0.00],
  "s2": 12.01,
  "total_charge": 1,
  "homo_energy_ev": [-11.98, -12.00],
  "homo_lumo_gap_ha": [0.2637, 0.2665],
  "lumo_energy_ev": [-4.807, -4.753],
  "total_energy_ev": -30316.16364,
  "spin_multiplicity": 7,
  "e_above_lowest_kcal_mol": 0.00
}



{
  "formula": "C4H5OP",
  "method": "ωB97M-V with the def2-TZVPD basis set",
  "elements": ["C", "C", "C", "C", "O", "P", "H", "H", "H", "H", "H"],
  "positions_angstrom": [[-1.5608, -0.4278, -0.9938], [0.7916, 1.6512, -0.4967], [-0.5062, -0.4595, 0.1772], [0.1374, 0.6730, 0.0995], [-3.6866, -1.2958, 0.7012], [-3.1847, -0.1305, -0.0072], [-1.2574, 0.3471, -1.7575], [-1.5644, -1.3027, -1.6586], [1.8473, 1.8316, -0.4514], [0.1849, 2.5961, -0.3162], [-0.8428, -1.2927, 0.9603]],
  "mulliken_charge": [-0.67, -0.79, -0.47, 0.39, -0.41, 0.36, 0.37, 0.36, 0.31, 0.23, 0.32],
  "homo_energy_ev": -9.05,
  "homo_lumo_gap_ha": 0.3059,
  "smiles": "C=C=CCP=O",
  "lumo_energy_ev": -0.731,
  "total_energy_ev": -15561.44407,
  "e_above_lowest_kcal_mol": 59.30
}



{
  "formula": "C4H5OP",
  "method": "ωB97M-V with the def2-TZVPD basis set",
  "elements": ["C", "C", "C", "C", "O", "P", "H", "H", "H", "H", "H"],
  "positions_angstrom": [[1.0734, -0.7053, 0.3801], [1.0834, 0.7413, 0.3321], [-0.1586, -1.4087, -0.0742], [-0.0414, 1.3121, -0.0074], [-2.6599, -0.0424, 0.3039], [-1.3857, -0.0697, -0.3680], [1.9074, -1.1971, 0.7289], [2.0419, 1.1229, 0.5358], [-0.2228, -2.4361, 0.0603], [-0.1313, 2.4936, -0.1110], [-1.5064, 0.1896, -1.7805]],
  "lowdin_spin": [0.52, 0.16, 0.70, 0.39, 0.03, 0.11, 0.03, 0.00, 0.04, 0.01, 0.02],
  "s2": 2.02,
  "homo_energy_ev": [-7.16, -10.27],
  "homo_lumo_gap_ha": [0.2991, 0.2838],
  "lumo_energy_ev": [0.983, -2.550],
  "total_energy_ev": -15561.08294,
  "spin_multiplicity": 3,
  "e_above_lowest_kcal_mol": 10.26
}



{
  "formula": "C4H5P",
  "method": "ωB97M-V with the def2-TZVPD basis set",
  "elements": ["C", "C", "C", "C", "P", "H", "H", "H", "H", "H"],
  "positions_angstrom": [[0.8570, -0.2235, 0.0691], [-1.8906, -0.4329, -0.0020], [-0.1994, -1.0701, -0.0524], [1.2053, 1.1896, 0.1245], [2.4834, -0.1658, -0.0136], [-2.4919, -1.2331, -0.1762], [-1.9254, 0.5829, -0.3788], [-0.0567, -2.1636, 0.0573], [0.8879, 1.6776, -0.7227], [1.1304, 1.8390, 1.0949]],
  "mulliken_charge": [0.52, -0.80, -0.25, -0.82, -0.16, 0.38, 0.31, 0.33, 0.31, 0.21],
  "homo_energy_ev": [-8.79, -7.99],
  "homo_lumo_gap_ha": [0.2879, 0.2808],
  "smiles": "C=CC1=PC1",
  "lumo_energy_ev": [-0.960, -0.349],
  "total_energy_ev": -13511.87749,
  "e_above_lowest_kcal_mol": 93.08
}



- What is the formula in the fifth record?
  C4H5O2Sr